140
Properties=species:S:1:pos:R:3:lowdin_charge:R:1 method="wB97M-V/def2-TZVPD" total_charge=0 smiles="COC[C@H](C)N.COC[C@H](C)N.COC[C@H](C)N.COC[C@H](C)N.COC[C@H](C)N.COC[C@H](C)N.NC(N)=O.NC(N)=O.NC(N)=O.NC(N)=O.O.O" e_lumo_ev=0.28 e_above_lowest_kj_mol=490.4 energy_ev=-75854.6779 max_force_ha_per_bohr=0.103 homo_lumo_gap_ev=9.2
C -4.39612 5.85314 4.42350 -0.09
O -3.06636 5.28012 4.28415 -0.21
C -2.19645 5.91842 3.26427 -0.19
C -1.22063 6.82745 3.92260 -0.47
C -0.48802 7.75549 2.93186 -0.06
N -0.24812 6.02361 4.62969 0.04
H -4.41229 6.94257 4.45463 0.08
H -4.88483 5.33430 5.24816 0.09
H -4.84070 5.75658 3.43298 0.07
H -1.73787 5.04543 2.79985 0.13
H -2.67774 6.49547 2.47467 0.12
H -1.76641 7.45744 4.62498 0.14
H 0.14666 7.26276 2.19531 0.08
H 0.05726 8.43066 3.59135 0.08
H -1.17246 8.25521 2.24635 0.07
H 0.14374 5.42659 3.91547 0.07
H -0.70917 5.39119 5.26809 0.07
C -1.31314 2.39523 10.82804 -0.09
O -1.04646 1.52119 9.71498 -0.23
C -1.92920 0.39907 9.64737 -0.18
C -1.36381 -0.86603 8.81480 -0.43
C 0.02661 -1.08040 9.30892 -0.09
N -1.47862 -0.62459 7.39199 0.03
H -0.98866 2.02746 11.80147 0.09
H -2.35798 2.63863 10.63524 0.08
H -0.95880 3.40269 10.60995 0.08
H -1.91542 0.01340 10.66677 0.11
H -2.96744 0.68182 9.47356 0.12
H -1.94833 -1.74097 9.09925 0.13
H 0.61621 -0.19534 9.54798 0.08
H 0.48199 -1.73857 8.56896 0.08
H 0.01991 -1.52578 10.30375 0.08
H -0.85549 -1.05897 6.72632 0.07
H -1.20842 0.34847 7.40788 0.06
C -8.93293 -1.37164 -1.31412 -0.12
O -9.30278 -1.99504 -2.52869 -0.17
C -10.27898 -1.28985 -3.31303 -0.20
C -10.69863 -2.19907 -4.51483 -0.43
C -9.61565 -2.51535 -5.58454 -0.05
N -11.80910 -1.55098 -5.16344 0.01
H -7.98940 -0.86204 -1.50945 0.08
H -8.57526 -2.03557 -0.52713 0.08
H -9.66949 -0.72131 -0.84226 0.09
H -11.16599 -0.98366 -2.75844 0.11
H -10.00096 -0.33384 -3.75669 0.12
H -11.05405 -3.13787 -4.09005 0.13
H -10.00430 -3.06168 -6.44394 0.07
H -8.82388 -3.11063 -5.12974 0.07
H -9.10091 -1.61233 -5.91273 0.07
H -12.53071 -1.29504 -4.50475 0.07
H -11.50194 -0.66909 -5.54818 0.07
C -6.03112 -7.39941 -1.29588 -0.13
O -6.25279 -7.61281 0.07276 -0.20
C -7.32861 -8.51705 0.35644 -0.18
C -8.81248 -8.00644 0.73359 -0.45
C -9.74713 -9.06232 1.32385 -0.07
N -9.49375 -7.27269 -0.24248 0.03
H -5.46458 -8.25850 -1.65518 0.08
H -5.45896 -6.49041 -1.48150 0.09
H -6.96592 -7.30157 -1.84785 0.08
H -7.29629 -9.44686 -0.21147 0.11
H -6.83997 -8.96319 1.22263 0.11
H -8.58044 -7.31460 1.54329 0.13
H -9.54275 -9.30601 2.36642 0.07
H -9.90689 -9.97482 0.74945 0.07
H -10.73876 -8.61083 1.35432 0.07
H -9.62614 -7.84993 -1.06062 0.08
H -8.95876 -6.46071 -0.51554 0.08
C 4.78378 6.63476 -6.45990 -0.08
O 6.09048 6.94676 -5.88963 -0.19
C 5.96962 7.79611 -4.74970 -0.22
C 7.11049 8.76002 -4.62693 -0.44
C 8.52677 8.04029 -4.50996 -0.07
N 7.18610 9.66558 -3.53329 0.03
H 4.74240 5.55548 -6.31310 0.08
H 4.79133 6.95633 -7.50136 0.08
H 3.91080 7.07374 -5.97689 0.08
H 5.07491 8.40374 -4.88530 0.11
H 5.79744 7.09477 -3.93326 0.13
H 7.22843 9.28219 -5.57642 0.14
H 8.62262 7.35732 -3.66587 0.07
H 9.45312 8.57631 -4.71649 0.07
H 8.77270 7.39722 -5.35500 0.06
H 7.27230 9.04244 -2.74312 0.07
H 6.23483 9.95190 -3.35104 0.07
C 7.94765 1.75420 2.23997 -0.12
O 7.84508 2.76701 3.21126 -0.15
C 6.78681 2.52213 4.13305 -0.19
C 7.17856 3.10574 5.52096 -0.46
C 6.80298 2.23466 6.67217 -0.09
N 6.60128 4.39362 5.88421 0.02
H 7.50441 2.07125 1.29598 0.08
H 7.57816 0.76340 2.50434 0.09
H 9.01019 1.66361 2.01437 0.08
H 5.81870 2.96807 3.90501 0.12
H 6.48276 1.51256 4.40948 0.11
H 8.26404 3.20485 5.52191 0.14
H 7.29739 2.67276 7.53918 0.08
H 7.33390 1.33851 6.35099 0.08
H 5.72188 2.22349 6.81076 0.09
H 5.66078 4.03584 5.97115 0.05
H 6.78916 4.70116 6.82772 0.06
N 2.57951 -7.70396 -1.59646 0.14
C 3.82848 -7.27675 -1.55476 -0.84
N 4.52989 -7.97164 -2.35415 0.17
O 4.15175 -6.41517 -0.80356 0.06
H 2.21357 -8.46802 -2.14639 0.10
H 1.99815 -7.22908 -0.92072 0.11
H 4.00363 -8.77991 -2.65387 0.12
H 5.52750 -7.83627 -2.27319 0.13
N 10.11596 -1.58423 -6.84274 0.15
C 9.38529 -1.01530 -5.94270 -0.74
N 9.32419 0.31005 -6.09915 0.15
O 8.76744 -1.68244 -5.07397 -0.02
H 10.52628 -0.96634 -7.52827 0.11
H 9.94472 -2.56313 -7.02306 0.13
H 8.84538 0.88633 -5.42184 0.12
H 9.81869 0.72388 -6.87653 0.10
N 3.56576 -4.39044 -8.17925 0.17
C 3.31250 -5.26612 -9.07346 -0.83
N 2.37754 -4.93695 -9.88648 0.17
O 3.89019 -6.35719 -9.08128 0.01
H 4.18226 -4.75112 -7.46516 0.13
H 3.09037 -3.49931 -8.17745 0.12
H 1.99962 -4.00043 -9.90041 0.12
H 2.15453 -5.71117 -10.49553 0.13
N 0.68507 -1.06776 -0.89214 0.15
C 1.27373 -0.13542 -1.64039 -0.76
N 2.43222 -0.61708 -2.06981 0.13
O 0.80115 0.88259 -2.08783 0.04
H -0.31311 -0.93463 -0.81458 0.11
H 1.07060 -2.00048 -0.93089 0.11
H 2.99093 -1.31458 -1.59925 0.11
H 2.81570 -0.14793 -2.87785 0.11
O -1.77521 -5.84549 3.50389 -0.05
H -2.53636 -6.17309 3.02477 0.03
H -2.14382 -5.42032 4.27822 0.03
O -2.67200 1.08182 -6.51580 -0.05
H -1.98237 1.40456 -5.93574 0.03
H -2.21509 0.84352 -7.32244 0.03